# 1
{"formula": "C17H17Cl3N4O3S", "method": "the ωB97M-V functional and the def2-TZVPD basis", "elements": ["O", "O", "O", "Cl", "Cl", "Cl", "S", "C", "C", "C", "C", "C", "C", "C", "C", "C", "C", "C", "N", "N", "N", "N", "C", "C", "C", "C", "C", "C", "H", "H", "H", "H", "H", "H", "H", "H", "H", "H", "H", "H", "H", "H", "H", "H", "H"], "positions_angstrom": [[-1.59, -2.06, 1.65], [2.78, -2.01, 0.73], [1.98, -0.44, 4.11], [-0.50, -3.12, -6.32], [1.77, 1.57, -2.85], [1.00, -3.79, -3.65], [-0.71, -1.72, -0.77], [-0.58, -2.09, 0.93], [1.59, -1.84, 0.53], [0.95, -0.91, 3.62], [1.06, -1.59, -0.83], [1.81, -1.31, -1.99], [-0.10, -0.49, -5.68], [0.38, 0.54, -4.90], [0.09, -1.83, -5.32], [1.06, 0.24, -3.70], [0.77, -2.12, -4.12], [1.21, -1.05, -3.32], [-0.14, -0.12, 3.39], [0.66, -2.13, 1.51], [-0.32, 1.32, 3.50], [-1.29, 2.30, 0.88], [-1.73, 2.09, -0.51], [0.97, -2.25, 2.96], [-1.69, 1.84, 3.29], [0.58, 2.07, 2.63], [-2.19, 1.64, 1.85], [0.15, 1.99, 1.13], [2.90, -1.24, -1.81], [-0.62, -0.29, -6.65], [0.26, 1.60, -5.21], [-0.87, -0.67, 2.93], [-1.83, 1.04, -0.76], [-1.01, 2.55, -1.20], [-2.74, 2.57, -0.66], [0.25, -2.82, 3.52], [1.94, -2.78, 3.10], [-2.34, 1.34, 4.04], [-1.76, 2.92, 3.52], [1.59, 1.73, 2.72], [0.56, 3.15, 2.97], [-3.21, 2.00, 1.73], [-2.21, 0.59, 1.64], [0.34, 0.96, 0.80], [0.79, 2.65, 0.54]], "nbo_charge": [-0.625, -0.537, -0.597, 0.044, 0.039, 0.047, 0.356, 0.510, 0.639, 0.622, -0.260, -0.106, -0.207, -0.209, -0.062, -0.005, -0.011, -0.161, -0.486, -0.455, -0.261, -0.448, -0.411, -0.308, -0.237, -0.237, -0.248, -0.236, 0.262, 0.245, 0.243, 0.399, 0.167, 0.204, 0.201, 0.251, 0.279, 0.215, 0.222, 0.230, 0.207, 0.207, 0.166, 0.144, 0.207], "fmax_ev_per_a": 5.13, "energy_ha": -2881.47060, "smiles": "CN1CCN(NC(=O)CN2C(=O)S/C(=C\\c3c(Cl)ccc(Cl)c3Cl)C2=O)CC1", "e_lumo_ha": -0.02773, "homo_lumo_gap_ev": 7.5}

***

# 2
{"formula": "C2H7NOSi", "method": "the ωB97M-V functional and the def2-TZVPD basis", "elements": ["C", "C", "N", "O", "Si", "H", "H", "H", "H", "H", "H", "H"], "positions_angstrom": [[0.87, 1.58, -2.60], [1.27, 0.83, 1.58], [0.37, 0.11, 1.37], [-0.55, -0.77, 1.11], [-1.27, -1.88, 2.03], [1.50, 1.11, -3.35], [1.43, 2.27, -2.02], [0.55, 0.79, -1.95], [0.08, 2.17, -3.04], [-2.18, -2.30, 1.02], [-0.32, -2.83, 2.55], [-1.76, -1.08, 3.29]], "nbo_charge": [-0.847, 0.204, -0.215, -0.648, 1.209, 0.210, 0.215, 0.210, 0.211, -0.171, -0.195, -0.183], "fmax_ev_per_a": 3.26, "energy_ha": -499.75407, "e_lumo_ha": 0.01812, "homo_lumo_gap_ev": 11.7, "de_lowest_ev": 4.455}

***

# 3
{"formula": "C4H2O2", "method": "the ωB97M-V functional and the def2-TZVPD basis", "elements": ["O", "C", "C", "C", "C", "O", "H", "H"], "positions_angstrom": [[-2.96, 0.18, 0.13], [-1.91, -0.38, 0.35], [-0.60, 0.06, -0.11], [0.58, 0.26, -0.30], [2.03, 0.34, -0.44], [2.74, -0.34, 0.25], [-1.85, -1.31, 0.95], [2.42, 1.03, -1.21]], "nbo_charge": [-0.452, 0.355, -0.039, -0.060, 0.355, -0.450, 0.145, 0.146], "fmax_ev_per_a": 0.69, "energy_ha": -303.99458, "smiles": "O=CC#CC=O", "e_lumo_ha": -0.04568, "homo_lumo_gap_ev": 9.8, "de_lowest_ev": 0.414}

***

# 4
{"formula": "C7H14O", "method": "the ωB97M-V functional and the def2-TZVPD basis", "elements": ["C", "C", "C", "C", "C", "C", "C", "H", "H", "H", "H", "H", "H", "H", "H", "H", "H", "H", "H", "H", "H", "O"], "positions_angstrom": [[1.41, -1.86, -0.28], [2.14, -0.63, -0.88], [2.29, 0.47, 0.17], [0.88, 0.66, 0.73], [-0.01, 1.51, 0.22], [-1.34, 1.55, 0.80], [-2.03, 0.62, 1.42], [1.93, -2.22, 0.55], [1.48, -2.75, -0.89], [0.34, -1.72, -0.09], [1.69, -0.39, -1.91], [3.09, -1.14, -1.14], [2.63, 1.42, -0.35], [2.96, 0.34, 0.99], [0.56, -0.05, 1.51], [0.21, 2.25, -0.54], [-1.91, 2.49, 0.70], [-1.74, -0.42, 1.45], [-3.00, 0.74, 1.94], [-3.01, -1.02, -2.43], [-2.88, -0.61, -0.87], [-2.90, -1.32, -1.52]], "nbo_charge": [-0.618, -0.399, -0.450, -0.111, -0.274, -0.200, -0.420, 0.199, 0.211, 0.210, 0.214, 0.205, 0.210, 0.218, 0.205, 0.211, 0.199, 0.185, 0.205, 0.477, 0.485, -0.963], "fmax_ev_per_a": 2.73, "energy_ha": -350.27938, "smiles": "C=C/C=C/CCC.O", "e_lumo_ha": 0.03492, "homo_lumo_gap_ev": 9.8, "de_lowest_ev": 2.179}

***

# 5
{"formula": "C18H21NO3SiV", "method": "the ωB97M-V functional and the def2-TZVPD basis", "elements": ["V", "C", "Si", "C", "C", "N", "C", "C", "C", "C", "C", "C", "O", "C", "C", "C", "C", "C", "C", "H", "H", "H", "H", "H", "H", "H", "H", "H", "H", "H", "H", "H", "H", "H", "H", "H", "H", "C", "C", "O", "H", "H", "H", "O", "C"], "positions_angstrom": [[-0.48, -1.08, 0.48], [3.61, -2.06, 0.93], [2.14, -2.39, -0.14], [2.53, -2.97, -1.85], [0.91, -3.50, 0.74], [1.16, -0.85, -0.24], [1.72, 0.41, -0.50], [2.91, 0.70, -1.15], [3.29, 2.03, -1.28], [2.51, 3.06, -0.77], [1.31, 2.78, -0.10], [0.97, 1.46, 0.00], [-0.19, 0.96, 0.66], [-1.31, 1.83, 0.67], [-2.07, 1.90, -0.58], [-3.14, 2.90, -0.58], [-3.46, 3.58, 0.55], [-2.75, 3.39, 1.75], [-1.64, 2.51, 1.79], [4.16, -3.00, 1.06], [3.33, -1.71, 1.93], [4.30, -1.34, 0.50], [2.90, -4.00, -1.81], [3.31, -2.37, -2.32], [1.65, -2.96, -2.50], [1.51, -4.35, 1.10], [0.13, -3.93, 0.11], [0.47, -3.11, 1.67], [3.52, -0.09, -1.57], [4.21, 2.27, -1.79], [2.83, 4.08, -0.87], [0.70, 3.57, 0.32], [-1.48, 1.84, -1.49], [-3.67, 3.07, -1.51], [-4.27, 4.30, 0.53], [-3.03, 3.93, 2.64], [-1.05, 2.40, 2.69], [-4.20, -2.17, 0.30], [-2.79, -1.80, 0.16], [-1.81, -2.54, 0.52], [-4.63, -2.23, -0.71], [-4.74, -1.38, 0.81], [-4.30, -3.13, 0.81], [-2.86, 0.46, -0.69], [-2.19, -0.50, -0.22]], "nbo_charge": [1.203, -1.140, 1.734, -1.137, -1.165, -0.787, 0.131, -0.197, -0.178, -0.153, -0.248, 0.229, -0.506, 0.248, -0.034, -0.133, -0.207, -0.085, -0.225, 0.277, 0.258, 0.265, 0.278, 0.263, 0.260, 0.310, 0.268, 0.236, 0.237, 0.252, 0.251, 0.251, 0.254, 0.250, 0.261, 0.250, 0.260, -0.735, 0.551, -0.525, 0.301, 0.288, 0.283, -0.405, 0.214], "total_charge": 2, "fmax_ev_per_a": 0.61, "energy_ha": -2211.80149, "multiplicity": 2, "e_lumo_ha": [-0.30988, -0.31033], "homo_lumo_gap_ev": [6.3, 6.6], "de_lowest_ev": 2.222}

***

# 6
{"formula": "C4H8ClFSi", "method": "the ωB97M-V functional and the def2-TZVPD basis", "elements": ["C", "C", "C", "C", "F", "Si", "Cl", "H", "H", "H", "H", "H", "H", "H", "H"], "positions_angstrom": [[-2.37, 1.72, 0.42], [-2.25, 0.43, 0.25], [1.24, -2.20, -0.51], [1.41, 1.06, -0.34], [1.16, -0.75, 1.86], [0.64, -0.58, 0.33], [-3.35, -0.77, -0.27], [-3.20, 2.33, 0.68], [-1.56, 2.29, 0.72], [0.59, -2.59, -1.23], [2.20, -2.41, -1.01], [1.10, -2.87, 0.30], [0.92, 1.32, -1.21], [1.01, 1.71, 0.38], [2.45, 1.30, -0.38]], "nbo_charge": [-0.541, -0.154, -1.166, -1.134, -0.663, 1.740, 0.022, 0.213, 0.212, 0.247, 0.264, 0.242, 0.238, 0.232, 0.249], "fmax_ev_per_a": 2.64, "energy_ha": -1006.66726, "e_lumo_ha": [-0.02831, -0.02791], "homo_lumo_gap_ev": [7.8, 7.4], "de_lowest_ev": 3.738}

***

Repeat the third record exactly.
{"formula": "C4H2O2", "method": "the ωB97M-V functional and the def2-TZVPD basis", "elements": ["O", "C", "C", "C", "C", "O", "H", "H"], "positions_angstrom": [[-2.96, 0.18, 0.13], [-1.91, -0.38, 0.35], [-0.60, 0.06, -0.11], [0.58, 0.26, -0.30], [2.03, 0.34, -0.44], [2.74, -0.34, 0.25], [-1.85, -1.31, 0.95], [2.42, 1.03, -1.21]], "nbo_charge": [-0.452, 0.355, -0.039, -0.060, 0.355, -0.450, 0.145, 0.146], "fmax_ev_per_a": 0.69, "energy_ha": -303.99458, "smiles": "O=CC#CC=O", "e_lumo_ha": -0.04568, "homo_lumo_gap_ev": 9.8, "de_lowest_ev": 0.414}